This record from the Open Molecules 2025 dataset describes a molecular structure, C28H42NO2OsSi in a non-equilibrium geometry. The level of theory is ωB97M-V with the def2-TZVPD basis set.

Output
* F_max: 7.4 eV/A
* spin multiplicity: 5
* ΔE to the lowest compared entry with this formula, charge and spin: 0.0 kcal/mol
* ⟨S²⟩: 6.0580
* gap between HOMO and LUMO (spin up / spin down): 6.16 / 5.72 eV
* net charge: +1

```
75
Properties=species:S:1:pos:R:3:forces:R:3:mulliken_charge:R:1
O -1.387 -0.935 -5.272 0.172 -0.947 -1.651 -0.4617
C -0.700 -2.160 -5.701 0.508 -0.170 0.443 -0.3553
C -1.280 -2.142 -7.107 -0.125 0.212 0.683 -0.8907
H -1.039 -3.012 -5.101 0.249 0.130 0.057 0.1878
H 0.398 -2.058 -5.686 -0.407 -0.010 0.289 0.3016
C -2.048 -0.916 -6.576 -0.527 0.245 -1.108 1.4066
H -1.885 -3.018 -7.349 0.127 0.225 -0.185 0.3363
H -0.547 -1.894 -7.874 -0.202 -0.196 -0.056 0.2880
C -3.544 -1.126 -6.491 -0.223 0.124 0.100 -1.6849
H -3.799 -2.064 -5.990 0.075 0.143 0.016 0.3766
H -3.964 -1.160 -7.507 0.121 -0.008 0.229 0.4196
H -4.022 -0.292 -5.963 0.050 -0.169 -0.020 0.3540
C -1.706 0.342 -7.338 -0.112 0.256 0.073 -1.6763
H -0.617 0.449 -7.397 -0.224 0.158 0.035 0.3812
H -2.155 1.206 -6.827 0.243 -0.053 -0.207 0.3536
H -2.109 0.283 -8.359 0.105 0.044 0.291 0.4063
Os 0.034 2.211 0.216 -1.534 -0.643 -7.239 0.8954
C 1.788 3.083 1.076 2.060 0.414 1.779 -0.7514
C 1.842 1.677 1.240 2.215 -0.067 2.177 0.6181
C 1.880 1.077 -0.043 0.264 -0.447 -0.172 -0.7955
H 1.809 1.156 2.201 0.120 0.146 -0.233 0.2269
C 1.883 2.123 -1.005 1.220 -0.073 -0.599 -0.3591
C 1.815 3.359 -0.314 0.090 0.836 -0.421 -0.8776
H 1.703 4.341 -0.765 0.219 -0.224 0.084 0.4812
H 1.669 3.802 1.884 0.322 -0.159 -0.334 0.5392
H 1.851 0.014 -0.257 0.137 0.223 0.125 0.5670
H 1.882 1.990 -2.079 -0.096 0.048 0.096 0.4790
C -1.016 2.637 2.013 -1.464 -0.206 3.110 -0.5449
C -1.612 3.382 0.964 0.327 1.015 -0.090 -0.8569
C -2.110 2.456 0.001 -1.468 -0.313 0.251 -0.4271
H -1.599 4.463 0.866 -0.206 -0.249 0.088 0.4525
C -1.875 1.142 0.490 -1.334 -0.449 -0.222 -0.7015
C -1.176 1.249 1.716 -0.485 -0.246 2.036 0.1986
H -0.803 0.428 2.328 -0.246 0.209 -0.202 0.3615
H -0.506 3.048 2.882 -0.344 -0.188 -0.167 0.6184
H -2.532 2.718 -0.958 -0.091 -0.077 0.062 0.4864
H -2.177 0.213 0.003 0.310 0.319 0.120 0.6093
O -1.247 -2.143 -1.882 1.857 0.510 -0.306 -0.5014
C -0.831 -0.921 -2.539 -0.864 0.570 -0.307 1.0474
C 0.656 -0.962 -2.941 -0.441 0.102 0.625 0.1991
H -1.039 -0.056 -1.878 0.118 -0.270 -0.014 -0.5036
H -1.432 -0.790 -3.450 0.097 -0.069 0.810 0.0777
C 0.996 -2.452 -2.794 -0.080 0.001 -0.321 -0.7355
H 1.217 -0.370 -2.196 0.038 -0.198 -0.601 -0.5487
H 0.785 -0.539 -3.966 0.071 -0.375 0.883 0.3737
C -0.089 -3.028 -1.869 -0.698 -0.322 0.208 -0.0320
H 2.000 -2.612 -2.404 -0.017 -0.048 0.056 0.4987
H 0.952 -2.928 -3.776 0.000 -0.057 0.226 0.1307
H 0.275 -3.182 -0.826 -0.268 0.216 -0.599 -0.2666
H -0.486 -3.978 -2.252 0.409 0.046 0.273 0.3877
C 2.788 2.681 5.259 0.166 -0.019 -0.075 -0.9431
Si 1.655 1.266 5.728 -0.181 0.084 0.692 -0.0603
C 2.413 0.269 7.132 0.102 -0.084 -0.163 -1.0260
C 0.031 1.999 6.312 -0.246 0.162 0.028 -1.0282
N 1.390 0.261 4.343 0.474 0.056 -0.393 -0.0868
C 0.851 -0.918 4.122 -0.228 -0.349 0.006 -0.1892
C 1.191 -1.607 2.906 -0.460 -0.383 -0.100 0.1524
C 0.573 -2.799 2.558 0.372 0.255 -0.026 -0.4792
C -0.351 -3.403 3.425 -0.041 0.062 -0.050 -0.4997
C -0.670 -2.784 4.641 0.010 0.347 0.156 -0.7491
C -0.095 -1.570 4.994 0.020 -0.272 -0.045 -0.0863
H 3.065 3.235 6.172 -0.079 -0.125 -0.321 0.3461
H 2.293 3.388 4.575 0.116 -0.155 0.162 0.2144
H 3.712 2.329 4.778 -0.224 0.109 0.151 0.2914
H 2.691 0.941 7.954 -0.047 -0.106 -0.138 0.3443
H 1.720 -0.481 7.530 0.060 0.137 -0.082 0.3175
H 3.317 -0.259 6.806 -0.108 0.095 0.073 0.3287
H -0.153 2.970 5.827 -0.038 -0.226 0.167 0.3255
H -0.824 1.343 6.092 0.184 0.171 0.111 0.3408
H 0.064 2.166 7.401 -0.060 0.008 -0.324 0.3808
H 1.977 -1.172 2.290 -0.252 -0.072 0.059 0.5257
H 0.833 -3.266 1.608 -0.071 -0.026 0.297 0.3691
H -0.824 -4.355 3.168 0.207 0.372 0.021 0.4000
H -1.396 -3.261 5.300 0.230 0.162 -0.108 0.3810
H -0.351 -1.080 5.935 0.023 -0.163 -0.265 0.3405
```
Forces are in eV/Å.